1.
7
Properties=species:S:1:pos:R:3:forces:R:3 method="wB97M-V/def2-TZVPD" e_above_lowest_kcal_mol=53.6 total_charge=0 orbital_gap_ev="7.765 / 7.933"
C -1.918 -0.861 0.157 -0.4 -0.5 -0.6
O 3.421 -0.517 -0.746 0.6 0.1 -0.5
O -1.776 -0.790 -0.962 0.0 0.1 0.4
O -0.513 0.802 1.563 0.5 0.3 -0.1
O 1.307 0.619 -0.212 -0.1 0.5 -0.6
S 2.245 -0.672 0.073 -0.4 -0.8 0.9
S 0.144 1.514 0.464 -0.3 0.2 0.5



2.
24
Properties=species:S:1:pos:R:3:forces:R:3 method="wB97M-V/def2-TZVPD" smiles=CCN(C)[C@@H](C)CN e_above_lowest_kcal_mol=54.8 total_charge=0 orbital_gap_ev=9.396
C -2.490 1.445 -0.574 -1.3 -0.5 -3.2
C -1.124 0.797 -0.813 -1.0 1.2 -1.7
N -0.678 0.247 0.415 0.6 1.9 1.6
C -0.461 1.374 1.369 -1.7 0.1 1.2
C 0.378 -0.693 0.392 0.4 -3.1 1.9
C -0.159 -1.932 -0.363 -0.4 1.6 -1.0
C 1.704 -0.201 -0.194 0.6 0.0 -1.3
N 2.824 -1.215 -0.158 -4.3 0.1 2.2
H -3.177 0.805 0.002 0.3 0.4 -0.2
H -2.975 1.720 -1.639 0.9 -0.7 2.4
H -2.274 2.368 -0.116 -0.5 1.1 0.9
H -1.204 0.093 -1.672 0.4 0.2 0.9
H -0.536 1.707 -1.134 0.2 -1.0 -0.1
H -0.358 2.394 0.869 -0.2 -1.3 0.7
H -1.300 1.334 2.149 0.4 0.7 -1.5
H 0.325 1.248 2.104 1.0 -0.4 -0.6
H 0.474 -1.085 1.500 0.2 1.0 -1.8
H -1.262 -1.965 -0.251 0.7 -0.6 0.6
H 0.413 -2.807 -0.118 -0.1 -0.5 -0.1
H -0.072 -1.674 -1.435 0.4 -0.6 0.2
H 1.925 0.824 0.304 0.0 -1.5 -1.1
H 1.418 -0.151 -1.319 0.8 0.8 1.7
H 3.619 -1.063 -0.676 1.9 0.5 -0.9
H 2.872 -1.716 0.734 0.5 0.5 -0.8



3.
19
Properties=species:S:1:pos:R:3:forces:R:3 method="wB97M-V/def2-TZVPD" smiles=CC#CCCCC e_above_lowest_kcal_mol=29.2 total_charge=0 orbital_gap_ev=10.417
C -2.682 2.292 2.237 0.0 0.1 0.0
C -2.038 1.274 1.407 0.2 -0.3 -0.3
C -1.516 0.463 0.685 -0.3 0.4 0.1
C -0.893 -0.428 -0.298 0.1 -0.1 0.0
C 0.642 -0.387 -0.253 0.1 0.0 0.0
C 1.281 -1.265 -1.326 0.0 0.0 0.0
C 2.806 -1.201 -1.310 0.1 0.0 0.0
H -1.931 2.922 2.724 -0.1 -0.1 0.0
H -3.310 1.841 3.012 0.1 0.1 -0.1
H -3.313 2.936 1.614 0.1 -0.1 0.1
H -1.235 -0.133 -1.299 0.1 0.0 0.1
H -1.242 -1.457 -0.144 0.1 0.1 0.0
H 0.979 0.651 -0.375 -0.1 -0.1 0.0
H 0.984 -0.705 0.740 -0.1 0.0 -0.1
H 0.908 -0.952 -2.312 0.1 -0.1 0.1
H 0.953 -2.305 -1.188 0.0 0.1 0.0
H 3.157 -0.175 -1.472 -0.1 -0.1 0.0
H 3.208 -1.541 -0.348 -0.1 0.1 -0.1
H 3.242 -1.831 -2.094 -0.1 0.1 0.1



4.
16
Properties=species:S:1:pos:R:3:forces:R:3 method="wB97M-V/def2-TZVPD" smiles="C=CN.C=CN" e_above_lowest_kcal_mol=41.8 total_charge=0 orbital_gap_ev=9.448
C -0.300 -1.286 1.337 -1.1 -0.7 -0.6
C 0.584 -1.250 2.318 -0.2 0.5 0.2
N 1.786 -0.543 2.295 -0.3 -0.1 -0.1
H -0.214 -0.957 0.316 0.8 0.5 0.0
H -1.270 -1.756 1.442 0.0 -0.1 0.6
H 0.314 -1.647 3.289 0.1 -0.2 0.0
H 1.910 -0.100 1.397 0.5 -0.1 0.0
H 2.568 -1.085 2.624 0.2 0.2 -0.1
C -1.811 1.178 -1.598 -0.1 0.1 0.2
C -0.627 0.610 -1.793 -0.2 1.0 -0.4
N 0.576 1.304 -1.961 -1.6 0.8 1.3
H -1.925 2.255 -1.624 0.0 0.1 0.1
H -2.689 0.599 -1.357 0.0 -0.1 -0.2
H -0.544 -0.442 -1.883 0.2 -0.9 0.2
H 0.451 2.258 -2.251 -0.1 0.3 0.1
H 1.193 0.863 -2.552 1.7 -1.2 -1.5



5.
22
Properties=species:S:1:pos:R:3:forces:R:3 method="wB97M-V/def2-TZVPD" smiles="C[P@]1(=O)OC[C@H]2CCCN21" e_above_lowest_kcal_mol=2.3 total_charge=0 orbital_gap_ev=10.531
C -0.892 0.316 2.936 0.0 1.2 0.8
P 0.299 -0.169 1.645 0.2 0.9 0.7
O 1.145 -1.338 1.960 -0.9 0.0 -0.1
O 1.191 1.068 1.214 0.2 1.2 1.2
C 1.121 1.536 -0.128 1.3 -2.6 -0.2
C 0.183 0.511 -0.825 -0.3 -0.5 0.0
C 0.875 -0.786 -1.341 1.6 0.0 0.9
C -0.102 -1.957 -1.113 0.9 -0.9 -1.8
C -1.174 -1.406 -0.183 0.5 0.5 1.8
N -0.696 -0.068 0.297 0.4 0.3 -2.8
H -1.024 1.422 3.270 0.9 -2.0 -0.6
H -1.831 0.101 2.493 -1.0 -0.1 -0.7
H -0.887 -0.387 3.763 0.6 0.3 0.4
H 2.145 1.309 -0.471 -0.3 0.5 -0.5
H 0.981 2.599 -0.159 -0.8 0.4 -0.1
H -0.338 0.962 -1.682 -0.6 0.0 0.7
H 1.721 -0.979 -0.630 -0.3 0.3 -0.7
H 1.285 -0.777 -2.380 -0.4 0.3 0.8
H -0.394 -2.272 -2.158 -0.5 0.2 1.3
H 0.477 -2.841 -0.701 -0.9 1.1 -0.2
H -2.202 -1.357 -0.512 0.0 0.1 -0.5
H -1.159 -1.922 0.775 -0.5 -1.0 -0.3



6.
10
Properties=species:S:1:pos:R:3:forces:R:3 method="wB97M-V/def2-TZVPD" smiles=C[Si@@H]1CO1 e_above_lowest_kcal_mol=44.8 total_charge=0 orbital_gap_ev=9.330
C 1.306 0.414 0.755 0.2 0.0 -2.6
Si -0.484 -0.138 0.408 -1.1 -1.2 -2.2
C -1.774 -0.125 -1.111 0.9 -1.3 2.5
O -1.595 0.968 -0.124 -0.4 0.8 0.2
H 1.446 0.474 1.788 0.2 -0.1 1.8
H 2.080 -0.300 0.328 -1.1 0.7 0.5
H 1.550 1.436 0.361 -0.5 -0.9 0.1
H -1.001 -1.338 1.205 0.5 1.0 0.1
H -2.682 -0.719 -0.770 1.0 0.7 -1.0
H -1.669 0.095 -2.176 0.0 0.3 0.5



7.
66
Properties=species:S:1:pos:R:3:forces:R:3 method="wB97M-V/def2-TZVPD" smiles="O=C1CCCO1.O=C1CCCO1.O=C1CCCO1.O=C1CCCO1.CO.CO.CO" e_above_lowest_kcal_mol=0.0 total_charge=0 orbital_gap_ev=10.354
O 17.428 11.257 7.630 0.1 0.4 0.5
C 16.777 11.377 8.630 -0.6 -0.6 0.3
C 15.863 10.321 9.277 0.7 1.3 -0.9
C 14.853 11.158 10.058 2.2 -0.4 0.6
C 15.731 12.378 10.416 0.4 -1.5 0.5
O 16.684 12.494 9.368 0.5 1.1 -0.7
H 15.558 9.793 8.407 -0.9 -0.9 -0.4
H 16.524 9.700 9.855 0.1 -0.4 0.5
H 14.036 11.441 9.447 -1.0 0.1 -0.4
H 14.592 10.674 10.983 -0.7 -0.1 0.1
H 15.177 13.269 10.534 -0.5 1.1 -0.2
H 16.305 12.224 11.340 -0.3 -0.1 -0.1
O 8.652 9.397 7.250 0.0 0.1 0.1
C 7.830 8.719 7.816 0.2 0.7 -1.1
C 7.941 7.305 8.211 0.0 -0.3 0.2
C 6.897 7.272 9.321 0.6 0.6 0.9
C 5.834 8.277 8.873 -0.1 -2.2 -2.2
O 6.625 9.210 8.125 -0.6 0.9 0.2
H 7.724 6.675 7.343 -0.3 0.1 0.1
H 8.976 7.114 8.465 0.1 -0.1 0.5
H 6.542 6.310 9.569 -0.6 -1.1 0.1
H 7.351 7.671 10.240 0.1 -0.1 -0.2
H 5.090 7.757 8.140 1.1 1.1 1.2
H 5.297 8.756 9.665 -0.1 0.4 0.3
O 10.840 8.125 10.492 2.3 0.1 0.8
C 11.961 8.165 10.989 -2.3 0.5 0.3
C 13.287 7.722 10.441 0.2 -0.2 0.2
C 14.142 7.420 11.677 -0.9 0.9 0.4
C 13.466 8.385 12.726 1.1 -0.1 -0.8
O 12.161 8.739 12.234 0.2 -1.1 -0.8
H 13.187 6.829 9.837 -0.1 0.3 -0.5
H 13.619 8.616 9.884 0.2 -0.6 -0.1
H 14.044 6.380 11.976 -0.2 -0.1 0.0
H 15.210 7.598 11.556 -0.1 0.3 0.0
H 13.375 7.907 13.691 -0.2 0.1 0.3
H 14.083 9.290 12.796 -0.4 0.0 0.2
O 12.144 11.096 7.681 -0.2 0.6 0.0
C 11.462 11.965 7.203 -0.3 -1.2 -0.1
C 10.696 11.915 5.869 1.3 -1.3 0.8
C 9.799 13.117 5.958 1.2 0.9 -0.9
C 10.635 14.059 6.843 0.0 -0.7 0.1
O 11.268 13.159 7.795 0.3 0.3 0.0
H 11.547 11.812 5.146 -1.0 0.6 0.0
H 10.119 10.979 5.828 0.4 0.2 0.0
H 9.583 13.529 4.979 -0.1 0.3 0.0
H 8.914 12.768 6.401 -1.3 0.0 0.8
H 11.439 14.428 6.220 0.2 0.5 -0.1
H 10.201 14.867 7.437 -0.3 -0.3 -0.4
C 12.257 11.768 13.380 -0.6 0.6 0.1
O 12.951 11.928 12.176 0.1 0.8 -1.0
H 12.874 11.190 14.078 -0.3 0.0 -0.2
H 12.028 12.756 13.834 0.1 -0.5 0.0
H 11.316 11.268 13.135 -0.1 -0.2 0.7
H 12.441 12.576 11.617 0.7 -0.6 0.5
C 12.658 15.140 10.185 0.3 -0.5 -0.1
O 11.851 14.003 10.578 1.2 0.6 0.6
H 13.608 14.937 9.622 -1.0 -0.4 0.2
H 11.989 15.736 9.597 0.1 0.8 -0.5
H 13.000 15.718 11.041 -0.4 -0.2 0.4
H 11.585 13.583 9.763 -0.3 -0.4 -0.7
C 8.872 11.309 10.088 -0.4 0.6 -0.9
O 8.686 11.878 8.751 0.2 -1.1 0.6
H 7.900 11.000 10.518 0.3 0.1 -0.2
H 9.540 10.439 10.038 0.0 0.3 0.2
H 9.275 12.133 10.692 0.1 -0.5 0.0
H 8.707 11.106 8.149 -0.2 0.5 0.2



8.
66
Properties=species:S:1:pos:R:3:forces:R:3 method="wB97M-V/def2-TZVPD" e_above_lowest_kcal_mol=12.6 total_charge=+2 orbital_gap_ev="4.231 / 3.523"
Sn 0.087 0.417 -0.224 0.5 0.3 1.5
C -1.365 -1.524 3.058 0.3 0.7 0.1
C -1.410 -0.026 2.781 0.4 -0.5 0.6
N -0.121 0.547 2.373 0.6 0.0 -1.3
C 1.084 -0.155 2.894 0.8 0.0 0.0
C 1.419 0.117 4.378 -0.1 0.7 -0.1
C -0.141 2.044 2.495 1.1 -1.7 -1.2
C 1.102 2.641 1.811 -0.5 0.0 0.0
N 1.495 1.943 0.579 -0.4 -0.7 -0.9
C 2.673 2.389 -0.015 0.4 0.7 -0.8
C 3.388 1.590 -0.957 0.3 0.9 -0.1
F 2.781 0.478 -1.470 -0.2 -0.2 0.6
C 4.612 1.970 -1.511 0.3 -0.2 0.1
F 5.250 1.134 -2.371 -0.8 0.6 0.7
C 5.235 3.172 -1.165 -0.7 -0.5 -0.2
C 4.506 4.001 -0.326 -0.2 1.1 0.4
F 5.009 5.218 -0.005 -0.4 -0.9 -0.3
C 3.223 3.701 0.186 0.3 -0.7 -0.1
F 2.537 4.666 0.873 1.0 -0.9 -0.7
H -2.383 -1.858 3.134 -0.4 -0.4 -0.2
H -0.830 -2.012 2.236 -0.3 -0.3 0.3
H -0.905 -1.714 4.037 0.1 -0.1 -0.5
H -2.090 0.189 1.983 -0.8 0.2 -0.4
H -1.741 0.497 3.667 -0.3 0.2 0.3
H 0.928 -1.227 2.692 0.2 0.5 0.3
H 1.935 0.148 2.253 -0.4 0.0 0.4
H 0.501 0.123 4.977 0.2 -0.3 0.1
H 2.167 -0.576 4.802 -0.6 0.1 -0.4
H 1.856 1.124 4.520 -0.2 -0.4 -0.2
H -1.052 2.296 1.979 -0.4 0.6 -0.1
H -0.206 2.355 3.520 0.0 0.2 0.6
H 0.870 3.676 1.575 -0.2 0.0 0.2
H 1.961 2.663 2.489 -0.1 -0.2 0.1
H 6.183 3.446 -1.644 -0.5 0.0 0.5
Cl 0.209 0.621 -3.319 -0.4 0.0 0.4
C -1.364 1.305 -3.652 0.4 0.1 -1.2
C -1.839 1.232 -4.957 0.4 -0.9 -0.6
C -3.056 1.834 -5.312 0.0 0.5 0.8
C -3.654 2.727 -4.414 1.0 -0.7 1.5
C -3.156 2.844 -3.096 -0.5 -0.2 -1.2
Cl -3.839 3.956 -1.951 0.0 -0.4 -0.7
C -2.064 2.039 -2.698 0.0 0.6 1.9
S -1.728 2.122 -0.964 0.5 -0.4 -0.7
H -1.241 0.675 -5.713 -0.6 0.4 0.7
H -3.575 1.655 -6.255 0.6 0.1 0.1
H -4.520 3.275 -4.666 -0.8 0.5 -0.3
Br -5.329 -4.693 -0.435 0.1 0.0 -0.1
C -3.921 -3.469 -0.572 -0.4 1.1 0.1
C -4.213 -2.086 -0.693 0.8 -0.6 -0.3
C -3.118 -1.216 -0.654 -1.0 -2.0 0.2
N -1.878 -1.654 -0.537 1.4 1.0 0.1
C -1.573 -2.940 -0.479 -1.4 -0.6 -0.1
C -2.610 -3.898 -0.471 0.7 -0.3 0.2
C -0.155 -3.342 -0.413 1.0 -1.1 0.1
C 0.213 -4.704 -0.525 -0.7 1.2 0.4
C 1.534 -5.067 -0.377 1.2 0.0 -0.2
Br 2.112 -6.857 -0.489 -0.3 0.2 0.0
C 2.527 -4.082 -0.181 -0.5 -0.1 -0.2
C 2.064 -2.778 -0.134 0.5 0.6 1.0
N 0.776 -2.423 -0.197 -0.2 1.0 -0.3
H -5.229 -1.738 -0.864 0.2 0.0 0.3
H -3.250 -0.175 -0.650 -0.3 1.4 -0.2
H -2.391 -4.972 -0.333 -0.3 0.9 -0.2
H -0.609 -5.381 -0.643 0.4 -0.6 -0.2
H 3.604 -4.326 -0.082 -1.0 0.2 -0.1
H 2.719 -1.936 0.126 0.1 -0.5 -0.4